{
  "formula": "C31H57N12O2RbS2",
  "method": "ωB97M-V with the def2-TZVPD basis set",
  "orbital_gap_ev": 7.63,
  "total_charge": 0,
  "e_tot_ha": -2843.37525,
  "symbols": ["Rb", "C", "N", "C", "C", "N", "C", "C", "N", "C", "C", "N", "C", "N", "C", "C", "N", "C", "C", "C", "C", "N", "C", "N", "C", "C", "N", "C", "C", "N", "C", "C", "H", "H", "H", "H", "H", "H", "H", "H", "H", "H", "H", "H", "H", "H", "H", "H", "H", "H", "H", "H", "H", "H", "H", "H", "H", "H", "H", "H", "H", "H", "H", "H", "H", "H", "H", "H", "H", "H", "H", "H", "H", "H", "H", "H", "H", "H", "H", "H", "C", "C", "C", "N", "H", "H", "H", "H", "H", "O", "S", "O", "N", "C", "S", "C", "C", "C", "C", "C", "C", "H", "H", "H", "H"],
  "xyz": [[0.106, 0.297, -0.061], [3.269, -3.237, -3.233], [2.015, -2.877, -2.581], [1.794, -1.437, -2.632], [1.791, -3.493, -1.306], [0.551, -2.878, -0.646], [-0.626, -3.694, -0.382], [-1.882, -3.043, -0.937], [-2.281, -1.837, -0.215], [-3.362, -1.148, -0.924], [-3.513, 0.295, -0.465], [-2.541, 1.133, -1.142], [-2.816, 2.377, -1.317], [-2.179, 3.101, -2.296], [-1.405, 2.383, -3.292], [-1.698, 4.449, -2.030], [-3.779, 3.070, -0.595], [-3.895, 2.883, 0.832], [-4.628, 4.081, -1.182], [-2.675, -2.150, 1.168], [-1.670, -1.718, 2.235], [-1.557, -0.272, 2.376], [-1.854, 0.285, 3.496], [-1.373, 1.548, 3.789], [-2.266, 2.550, 4.341], [-0.314, 2.090, 2.964], [-2.602, -0.288, 4.520], [-3.853, -0.957, 4.255], [-2.268, -0.105, 5.913], [1.751, -4.920, -1.389], [1.150, -5.495, -2.577], [2.795, -5.744, -0.822], [3.155, -3.130, -4.313], [3.526, -4.273, -3.022], [4.101, -2.600, -2.915], [2.055, -1.078, -3.627], [2.423, -0.896, -1.912], [0.742, -1.234, -2.444], [-0.710, -3.856, 0.695], [-0.502, -4.687, -0.818], [-2.702, -3.784, -0.941], [-1.689, -2.765, -1.976], [-4.314, -1.691, -0.800], [-3.126, -1.143, -1.990], [-3.370, 0.311, 0.622], [-4.540, 0.646, -0.637], [-1.923, 1.467, -3.565], [-0.403, 2.137, -2.931], [-1.304, 3.019, -4.173], [-2.127, 4.828, -1.107], [-1.977, 5.121, -2.846], [-0.611, 4.445, -1.923], [-3.052, 2.296, 1.197], [-4.821, 2.371, 1.120], [-3.878, 3.857, 1.332], [-4.493, 4.093, -2.260], [-4.409, 5.082, -0.791], [-5.677, 3.859, -0.965], [-2.845, -3.231, 1.269], [-3.638, -1.677, 1.371], [-0.683, -2.086, 1.941], [-1.918, -2.206, 3.183], [-3.112, 2.077, 4.832], [-2.652, 3.209, 3.554], [-1.739, 3.168, 5.070], [0.456, 1.342, 2.800], [0.149, 2.928, 3.486], [-0.666, 2.452, 1.991], [-4.122, -0.839, 3.209], [-4.650, -0.509, 4.861], [-3.816, -2.026, 4.487], [-1.294, 0.369, 6.000], [-2.228, -1.075, 6.417], [-3.006, 0.513, 6.440], [0.348, -4.861, -2.947], [0.737, -6.475, -2.325], [1.865, -5.633, -3.400], [3.160, -5.327, 0.112], [3.651, -5.886, -1.499], [2.387, -6.733, -0.601], [4.988, -2.944, -0.314], [3.799, -2.837, 0.633], [2.452, -2.968, 0.000], [1.344, -2.587, 0.517], [5.917, -2.918, 0.256], [5.005, -2.106, -1.008], [4.969, -3.877, -0.878], [3.822, -1.877, 1.154], [3.875, -3.605, 1.411], [1.097, 3.051, -1.174], [2.242, 2.827, -0.308], [1.931, 2.853, 1.103], [2.974, 1.442, -0.710], [4.170, 1.646, -1.258], [5.190, 0.476, -1.853], [4.554, 3.105, -1.278], [5.721, 3.684, -1.746], [5.852, 5.064, -1.662], [4.839, 5.854, -1.123], [3.665, 5.277, -0.655], [3.561, 3.904, -0.748], [6.496, 3.055, -2.163], [6.756, 5.537, -2.021], [4.969, 6.927, -1.068], [2.868, 5.876, -0.234]],
  "forces_ev_per_a": [[0.012, -0.210, -0.023], [0.026, 0.002, 0.036], [-0.013, 0.024, -0.060], [-0.013, -0.080, 0.127], [0.014, -0.013, 0.103], [-0.037, -0.020, -0.028], [0.018, 0.021, -0.004], [0.002, 0.004, -0.002], [-0.035, -0.026, 0.044], [0.019, 0.006, -0.031], [-0.038, -0.017, 0.161], [0.045, -0.063, 0.001], [-0.026, 0.082, 0.042], [0.000, -0.005, -0.004], [-0.006, -0.008, 0.000], [-0.027, 0.005, -0.012], [0.017, -0.002, -0.032], [0.028, 0.021, 0.021], [0.028, -0.004, 0.003], [0.016, -0.002, -0.010], [0.021, 0.105, -0.003], [-0.064, 0.040, 0.077], [0.071, 0.027, -0.020], [-0.032, -0.051, -0.039], [-0.006, -0.011, 0.010], [0.083, 0.008, 0.017], [-0.025, 0.012, -0.006], [0.012, -0.015, -0.001], [0.004, -0.006, 0.001], [-0.024, -0.024, -0.020], [-0.005, -0.009, -0.007], [0.018, 0.011, -0.006], [-0.008, 0.005, -0.001], [0.015, 0.001, -0.007], [-0.006, -0.006, -0.010], [-0.006, -0.005, -0.008], [-0.006, 0.113, -0.038], [0.027, 0.088, -0.091], [0.001, -0.002, 0.004], [-0.006, -0.007, -0.017], [0.008, -0.007, 0.005], [-0.001, -0.014, -0.001], [-0.008, 0.009, 0.007], [-0.006, -0.008, 0.000], [0.021, -0.010, -0.028], [0.012, -0.039, -0.138], [0.008, -0.006, 0.004], [0.002, -0.005, -0.001], [-0.004, 0.002, 0.001], [-0.014, 0.008, 0.020], [0.003, 0.011, 0.001], [-0.026, 0.004, -0.004], [-0.018, 0.041, 0.013], [0.003, 0.011, 0.000], [0.001, 0.002, -0.002], [0.003, 0.001, 0.001], [0.001, -0.003, -0.004], [-0.003, 0.006, -0.004], [0.001, 0.000, 0.001], [-0.005, -0.002, 0.020], [0.002, -0.007, 0.023], [-0.033, -0.030, -0.012], [-0.008, 0.007, -0.006], [0.008, -0.001, 0.001], [-0.002, -0.001, 0.004], [-0.014, -0.028, -0.023], [-0.028, 0.025, -0.022], [-0.030, 0.013, 0.000], [0.002, -0.001, -0.005], [0.002, -0.001, 0.003], [-0.006, 0.000, -0.001], [-0.003, 0.003, 0.001], [0.001, -0.002, -0.001], [0.000, -0.002, 0.000], [0.001, 0.005, 0.010], [-0.002, -0.001, -0.001], [-0.002, -0.003, 0.000], [0.000, 0.012, 0.006], [0.004, 0.001, 0.005], [-0.010, 0.002, -0.003], [0.003, -0.015, 0.015], [0.013, -0.003, 0.022], [-0.018, -0.046, -0.029], [0.057, 0.090, -0.046], [-0.001, 0.003, 0.001], [-0.003, -0.016, 0.016], [0.005, -0.007, -0.005], [0.000, 0.008, -0.018], [-0.016, -0.008, -0.010], [-0.010, 0.010, 0.051], [-0.030, -0.139, -0.072], [0.084, 0.065, 0.016], [-0.105, -0.001, -0.033], [0.055, 0.047, 0.099], [-0.015, 0.033, -0.032], [0.017, -0.032, -0.040], [0.013, 0.000, -0.012], [-0.011, 0.004, 0.008], [-0.003, -0.016, 0.003], [0.024, 0.010, -0.005], [-0.013, 0.031, 0.033], [0.002, 0.004, 0.003], [0.002, -0.003, 0.000], [-0.005, 0.001, 0.001], [0.002, 0.003, 0.000]],
  "lowdin_charge": [0.75, -0.06, -0.15, -0.08, -0.38, -0.07, -0.16, -0.19, -0.18, -0.19, -0.24, 0.04, -0.41, -0.15, -0.06, -0.05, -0.17, -0.07, -0.07, -0.18, -0.21, 0.05, -0.39, -0.16, -0.05, -0.09, -0.18, -0.06, -0.07, -0.18, -0.08, -0.07, 0.09, 0.07, 0.07, 0.10, 0.05, 0.05, 0.11, 0.11, 0.13, 0.12, 0.12, 0.12, 0.08, 0.12, 0.08, 0.07, 0.09, 0.08, 0.09, 0.07, 0.07, 0.09, 0.09, 0.09, 0.08, 0.09, 0.12, 0.10, 0.08, 0.11, 0.08, 0.08, 0.09, 0.07, 0.10, 0.07, 0.08, 0.09, 0.09, 0.09, 0.09, 0.08, 0.09, 0.09, 0.08, 0.08, 0.08, 0.09, -0.10, -0.17, -0.19, 0.14, 0.08, -0.01, 0.06, 0.12, 0.11, -0.36, 0.57, -0.32, -0.17, -0.86, 0.65, -0.23, -0.03, -0.07, -0.07, -0.04, -0.23, 0.09, 0.10, 0.10, 0.12]
}

=====

{
  "formula": "C31H58Br2F4IN4O16P4",
  "method": "ωB97M-V with the def2-TZVPD basis set",
  "orbital_gap_ev": 7.91,
  "total_charge": 1,
  "e_tot_ha": -9849.27754,
  "symbols": ["C", "C", "C", "C", "C", "C", "F", "N", "C", "N", "C", "N", "C", "I", "C", "C", "C", "N", "C", "C", "C", "C", "C", "C", "F", "Br", "C", "F", "F", "Br", "H", "H", "H", "H", "H", "H", "H", "H", "H", "H", "H", "H", "H", "H", "H", "H", "H", "H", "H", "H", "H", "H", "C", "O", "P", "O", "O", "C", "O", "C", "H", "H", "H", "H", "H", "H", "H", "H", "H", "C", "O", "P", "O", "O", "C", "O", "C", "H", "H", "H", "H", "H", "H", "H", "H", "H", "C", "O", "P", "O", "O", "C", "O", "C", "H", "H", "H", "H", "H", "H", "H", "H", "H", "C", "O", "P", "O", "O", "C", "O", "C", "H", "H", "H", "H", "H", "H", "H", "H", "H"],
  "xyz": [[-1.381, -0.124, 2.191], [-1.393, -1.114, 1.346], [-1.479, -2.519, 0.568], [-0.498, -2.532, -0.751], [0.071, -4.020, -1.021], [1.591, -4.062, -1.548], [1.884, -5.457, -1.930], [1.683, -3.290, -2.857], [3.120, -3.493, -3.255], [3.447, -4.304, -4.270], [4.827, -4.591, -4.772], [4.160, -2.809, -2.477], [3.667, -2.422, -1.094], [5.518, -2.120, 0.087], [2.937, -0.972, -1.074], [2.550, -0.216, 0.237], [1.863, 1.155, 0.150], [1.432, 1.943, -0.971], [1.771, 1.190, -2.147], [2.487, -0.160, -2.329], [2.657, -3.495, -0.443], [3.350, -4.667, 0.423], [3.336, -4.265, 2.018], [4.508, -5.000, 2.844], [5.782, -5.056, 2.170], [4.830, -3.903, 4.509], [4.140, -6.551, 3.247], [3.543, -7.279, 2.160], [5.345, -7.281, 3.600], [2.941, -6.445, 4.849], [-1.300, 0.790, 2.896], [-2.581, -2.717, 0.275], [-1.121, -3.372, 1.264], [0.336, -1.758, -0.572], [-1.183, -2.248, -1.635], [0.016, -4.696, -0.095], [-0.638, -4.498, -1.813], [1.154, -3.770, -3.604], [2.666, -4.788, -4.765], [4.969, -4.011, -5.764], [4.866, -5.716, -5.074], [5.666, -4.420, -4.012], [4.968, -3.442, -2.270], [2.782, -0.685, 1.261], [1.647, 1.663, 1.175], [1.440, 1.710, -3.136], [2.692, -0.570, -3.383], [1.994, -2.898, 0.308], [4.423, -4.944, 0.062], [2.770, -5.677, 0.388], [2.323, -4.663, 2.431], [3.384, -3.127, 2.149], [-0.674, 0.153, 8.769], [0.717, 0.166, 8.477], [1.209, -0.822, 7.319], [0.323, -0.890, 6.134], [1.432, -2.243, 8.044], [1.513, -2.313, 9.459], [2.702, -0.327, 7.009], [3.276, -0.838, 5.817], [-0.813, 0.431, 9.815], [-1.185, 0.877, 8.132], [-1.102, -0.840, 8.611], [0.500, -2.338, 9.869], [2.063, -1.469, 9.880], [2.018, -3.238, 9.737], [2.744, -0.445, 4.947], [3.231, -1.931, 5.812], [4.320, -0.525, 5.759], [-2.756, 2.187, -3.839], [-3.722, 1.172, -4.060], [-3.148, -0.240, -4.538], [-1.906, -0.672, -3.849], [-2.994, -0.115, -6.136], [-3.649, 0.935, -6.833], [-4.391, -1.236, -4.367], [-4.079, -2.620, -4.439], [-3.219, 3.161, -4.013], [-2.406, 2.133, -2.806], [-1.906, 2.077, -4.518], [-3.034, 1.836, -6.770], [-4.643, 1.134, -6.431], [-3.741, 0.655, -7.883], [-3.465, -2.911, -3.583], [-3.545, -2.841, -5.367], [-5.005, -3.195, -4.416], [0.882, 4.495, -3.231], [-0.057, 5.422, -3.756], [0.531, 6.827, -4.253], [1.808, 6.741, -4.996], [0.611, 7.740, -2.929], [-0.097, 7.361, -1.759], [-0.681, 7.473, -5.076], [-0.343, 8.595, -5.880], [0.375, 3.855, -2.507], [1.277, 3.880, -4.043], [1.706, 5.008, -2.728], [0.499, 6.628, -1.209], [-1.077, 6.941, -1.993], [-0.230, 8.239, -1.128], [0.316, 8.287, -6.696], [0.152, 9.360, -5.277], [-1.255, 9.015, -6.308], [-6.102, 3.864, 4.507], [-6.310, 3.327, 3.208], [-5.003, 2.854, 2.416], [-3.998, 2.136, 3.239], [-4.433, 4.186, 1.713], [-5.257, 5.337, 1.600], [-5.587, 2.010, 1.186], [-4.635, 1.225, 0.482], [-6.903, 4.573, 4.724], [-6.124, 3.058, 5.242], [-5.145, 4.389, 4.569], [-5.214, 5.894, 2.539], [-6.291, 5.078, 1.369], [-4.865, 5.972, 0.805], [-4.263, 0.423, 1.124], [-3.800, 1.849, 0.152], [-5.113, 0.780, -0.392]],
  "forces_ev_per_a": [[0.273, -4.113, -3.785], [-0.157, 3.089, 3.904], [0.534, 0.969, 0.378], [-0.869, -0.123, 0.530], [-0.211, -0.132, -0.479], [-1.112, -0.033, 0.026], [-0.205, 1.966, 0.839], [4.237, -1.704, -0.186], [0.119, 0.470, 0.951], [-0.439, 0.867, 0.970], [0.482, -0.988, -1.429], [-2.676, -2.551, 0.143], [-1.555, 1.844, 0.407], [-0.720, -0.207, -0.547], [-2.173, 4.138, -0.283], [-0.322, 0.590, -3.173], [0.254, -0.584, 0.384], [3.112, -6.264, -0.351], [0.317, -0.514, -0.235], [-0.085, 0.339, 3.230], [-0.601, -0.332, 0.637], [0.028, -1.096, 0.576], [-0.066, -0.729, -0.815], [0.625, -0.188, -0.426], [-2.625, 0.166, 0.831], [0.211, -0.654, -1.344], [1.340, -0.964, 0.019], [1.371, 1.955, 2.555], [-3.247, 2.018, -1.025], [0.498, -0.976, -1.516], [-0.363, -2.128, -1.682], [1.893, 0.346, 0.504], [-0.737, 1.593, -0.838], [-1.343, -1.199, -0.523], [1.569, -0.080, 1.222], [0.203, 1.054, -1.241], [1.536, 0.571, 1.244], [-0.206, 0.375, 0.800], [1.011, 0.632, 0.707], [0.061, -0.732, 1.892], [-0.177, 1.991, 0.725], [-1.500, 0.031, -1.155], [-0.716, 0.710, -0.894], [-0.452, 1.050, -1.728], [0.415, -1.091, -1.990], [0.712, -1.106, 1.895], [-0.481, 0.930, 1.850], [1.161, -0.967, -1.444], [-1.867, 0.783, 0.607], [0.837, 1.990, -0.355], [1.829, 0.865, -0.456], [0.132, -1.845, -0.010], [-0.753, 0.057, 0.114], [1.212, -0.373, -0.585], [-0.516, -0.102, -0.580], [0.856, -0.174, 0.966], [-0.265, 0.600, -0.735], [-0.027, -0.135, 0.615], [-0.763, 0.331, 0.758], [0.170, -0.194, -0.560], [0.200, -0.002, -0.123], [0.008, -0.145, 0.027], [-0.045, 0.107, -0.038], [0.128, 0.055, 0.102], [-0.047, -0.068, -0.029], [-0.017, 0.053, -0.202], [-0.007, -0.118, 0.062], [-0.018, 0.104, -0.049], [-0.136, 0.050, 0.255], [0.575, 0.641, 0.246], [-0.543, -1.293, -0.348], [0.452, -0.243, 0.101], [-0.894, 0.144, -0.738], [0.356, -0.330, 1.030], [-0.217, 0.527, -0.415], [0.245, 1.155, 0.206], [0.175, -0.645, 0.027], [-0.090, -0.216, -0.008], [0.060, 0.010, -0.116], [0.006, 0.058, 0.098], [-0.168, 0.014, -0.027], [0.084, -0.019, -0.033], [0.080, -0.144, 0.149], [-0.001, 0.033, -0.109], [-0.031, -0.051, 0.056], [0.003, 0.294, -0.030], [0.375, -0.455, 0.238], [-0.545, 0.981, -0.476], [0.752, 0.364, -0.515], [-1.073, 0.164, 0.788], [0.267, -0.441, -0.817], [-0.178, -0.100, 0.545], [0.110, -1.128, 0.729], [0.275, 0.560, -0.519], [-0.056, 0.181, -0.075], [0.081, 0.133, 0.037], [0.012, -0.126, -0.068], [-0.172, -0.005, 0.036], [0.068, 0.030, 0.024], [0.089, 0.020, -0.191], [-0.003, 0.056, 0.145], [-0.022, -0.015, -0.088], [-0.017, -0.214, 0.221], [0.086, 0.211, 0.699], [0.301, -0.493, -1.218], [0.614, -0.529, 0.339], [-0.722, 0.819, -0.890], [0.074, -0.802, 0.477], [-0.248, 0.537, -0.016], [-0.543, 0.740, 0.970], [0.529, -0.531, -0.249], [0.021, -0.139, -0.182], [0.086, 0.101, -0.057], [-0.045, -0.078, 0.079], [-0.141, 0.029, -0.102], [0.079, 0.027, 0.020], [0.087, -0.184, 0.034], [0.077, 0.146, -0.057], [0.014, -0.100, -0.002], [-0.162, 0.226, 0.139]],
  "lowdin_charge": [0.08, -0.11, -0.18, -0.17, -0.10, -0.32, -0.04, 0.17, -0.19, 0.05, -0.03, 0.07, -0.67, 1.04, -0.20, -0.05, -0.11, 0.05, -0.10, 0.00, -0.19, -0.17, -0.19, -0.69, -0.09, 0.73, -0.68, -0.01, -0.02, 0.73, 0.07, 0.12, 0.11, 0.09, 0.11, 0.13, 0.14, 0.14, 0.18, 0.12, 0.12, 0.11, 0.08, 0.09, 0.12, 0.10, 0.10, 0.14, 0.11, 0.12, 0.13, 0.08, -0.10, -0.23, 0.41, -0.24, -0.22, -0.10, -0.21, -0.13, 0.10, 0.10, 0.09, 0.09, 0.09, 0.09, 0.09, 0.03, 0.09, -0.10, -0.22, 0.41, -0.25, -0.22, -0.10, -0.21, -0.11, 0.10, 0.09, 0.09, 0.09, 0.09, 0.09, 0.08, 0.09, 0.09, -0.12, -0.23, 0.41, -0.23, -0.21, -0.10, -0.22, -0.11, 0.07, 0.08, 0.10, 0.09, 0.09, 0.09, 0.09, 0.09, 0.09, -0.11, -0.23, 0.41, -0.24, -0.22, -0.10, -0.21, -0.11, 0.10, 0.10, 0.09, 0.09, 0.09, 0.09, 0.07, 0.09, 0.09]
}